Entry from the Open Molecules 2025 dataset: 2 unconnected molecules or ions with the total composition CH4NO2 in a non-equilibrium geometry (the ωB97M-V functional and the def2-TZVPD basis).

ORCA input file:
```
! wB97M-V def2-TZVPD RIJCOSX def2/J DEFGRID3
* xyz 1 1
C 0.76 0.07 1.08
N 0.83 -0.14 -0.12
O -1.25 -0.02 -0.64
O 1.20 -0.43 -1.15
H -0.97 -0.64 -1.33
H 1.54 0.13 1.80
H -0.33 0.35 1.40
H -1.78 0.68 -1.03
*
```

E_HOMO in eV: -17.5
F_max in hartree/bohr: 0.098
Energy above the lowest of the compared OMol25 structures with the same formula, charge and spin in kJ/mol: 487.3

These are the natural (NBO) partial charges, in e, on atoms 1 to 6:
1 C -0.180
2 N 0.437
3 O -0.914
4 O -0.027
5 H 0.494
6 H 0.323

=====

Entry from the Open Molecules 2025 dataset: a molecular structure, C32H53BF5NO36P3 in a non-equilibrium geometry (the ωB97M-V functional and the def2-TZVPD basis).

ORCA input file:
```
! wB97M-V def2-TZVPD RIJCOSX def2/J DEFGRID3
* xyz -1 1
O -2.51 -0.71 1.25
C -1.31 -0.73 1.19
O -0.52 0.19 0.54
B 0.85 -0.12 0.84
O 0.91 -1.15 1.81
C -0.37 -1.58 2.05
O -0.67 -2.37 2.90
O 1.52 1.18 1.14
C 2.27 1.62 0.25
O 2.71 2.73 0.14
C 2.28 0.51 -0.81
O 1.52 -0.46 -0.40
O 2.92 0.49 -1.88
C -4.30 -5.04 -1.41
C -4.87 -4.69 -0.04
C -5.11 -3.07 -0.02
O -3.99 -2.21 -0.18
C -3.17 -2.15 0.97
N -5.99 -5.48 0.36
H -5.10 -4.72 -2.08
H -4.09 -6.09 -1.60
H -3.40 -4.54 -1.76
H -4.23 -4.85 0.83
H -5.72 -2.74 0.83
H -5.84 -2.84 -0.80
H -3.24 -2.97 1.69
H -3.44 -1.17 1.35
H -2.13 -1.95 0.71
H -6.47 -5.15 1.19
H -6.65 -5.60 -0.39
C 0.20 -2.79 -5.98
O 1.19 -2.33 -5.13
P 0.86 -1.78 -3.58
O 0.02 -2.65 -2.73
O 2.32 -1.50 -3.00
C 3.14 -2.58 -2.77
O 0.22 -0.29 -3.83
C -0.17 0.44 -2.75
H 0.31 -3.86 -6.15
H 0.40 -2.14 -6.84
H -0.82 -2.68 -5.61
H 3.79 -2.36 -1.92
H 3.75 -2.67 -3.66
H 2.53 -3.48 -2.68
H 0.27 1.43 -2.81
H -0.07 0.01 -1.75
H -1.21 0.72 -2.93
C 2.72 4.66 1.20
O 1.42 4.77 1.64
P 0.38 5.51 0.62
O 0.81 6.88 0.06
O 0.31 4.39 -0.53
C -0.05 3.09 -0.19
O -1.12 5.43 1.30
C -2.27 5.69 0.50
H 3.34 5.32 1.80
H 2.97 5.00 0.19
H 3.10 3.64 1.28
H 0.63 2.39 -0.68
H -1.01 2.72 -0.54
H -0.05 2.87 0.88
H -2.55 6.74 0.54
H -3.12 5.05 0.75
H -2.20 5.71 -0.58
C 0.57 1.29 -5.75
O 1.03 1.75 -4.44
P 2.37 2.72 -4.35
O 2.53 3.53 -5.62
O 2.32 3.63 -2.93
C 1.95 2.94 -1.78
O 3.63 1.71 -4.18
C 4.08 1.08 -5.40
H -0.12 0.46 -5.60
H 1.37 0.99 -6.43
H -0.03 2.05 -6.25
H 2.71 2.68 -1.04
H 1.33 2.05 -1.84
H 1.40 3.66 -1.17
H 3.47 1.41 -6.24
H 3.99 0.01 -5.19
H 5.16 1.11 -5.54
C 3.92 2.34 2.36
C 5.03 3.08 3.19
O 5.89 2.03 3.53
C 5.57 0.89 2.94
O 5.96 -0.27 3.11
O 4.55 1.10 2.10
F 4.48 3.47 4.32
H 3.66 2.82 1.42
H 3.10 2.01 2.99
H 5.35 3.95 2.62
C -0.64 -3.33 4.16
C -2.04 -2.79 4.50
O -2.40 -3.85 5.38
C -1.34 -4.29 6.04
O -1.31 -5.02 7.02
O -0.31 -3.87 5.43
F -2.82 -2.64 3.42
H -0.07 -2.50 3.74
H -0.70 -4.15 3.45
H -1.96 -1.80 4.93
C 2.41 -2.42 -0.14
C 2.52 -2.36 1.38
O 3.71 -3.10 1.49
C 3.81 -4.01 0.55
O 4.58 -4.98 0.55
O 2.91 -3.78 -0.47
F 1.40 -2.90 1.83
H 2.89 -1.65 -0.74
H 1.36 -2.38 -0.43
H 2.57 -1.32 1.71
C -3.53 0.62 0.98
C -4.33 1.94 1.08
O -5.27 1.89 -0.04
C -4.88 0.99 -0.87
O -5.54 0.67 -1.86
O -3.89 0.22 -0.26
F -3.46 2.95 1.10
H -3.83 -0.04 1.79
H -2.49 0.93 1.05
H -5.01 2.08 1.93
C 0.05 1.09 3.31
C -1.07 0.23 3.63
O -2.16 1.05 3.70
C -1.92 2.18 3.01
O -2.77 2.88 2.49
O -0.55 2.22 2.86
F -0.96 -0.36 4.83
H 0.76 0.60 2.64
H 0.47 1.33 4.28
H -1.35 -0.51 2.89
*
```

E_HOMO in eV: -6.0
F_max in hartree/bohr: 0.383

These are the Löwdin partial charges, in e, on atoms 1 to 6:
1 O -0.063
2 C -0.330
3 O 0.238
4 B -0.969
5 O 0.122
6 C -0.204

=====

Entry from the Open Molecules 2025 dataset: a molecular structure, C28H28N4PdSSb in a non-equilibrium geometry (the ωB97M-V functional and the def2-TZVPD basis).

ORCA input file:
```
! wB97M-V def2-TZVPD RIJCOSX def2/J DEFGRID3
* xyz 1 3
Pd -1.27 -1.11 -1.24
N -3.84 -2.47 2.11
C -3.25 -1.94 1.03
S -2.14 -2.96 0.17
N -3.54 -0.68 0.74
N -3.05 -0.17 -0.37
C -3.34 1.01 -0.78
C -2.84 1.44 -2.07
C -3.32 2.59 -2.70
C -2.89 2.88 -3.98
C -1.99 2.02 -4.61
C -1.54 0.91 -3.91
N -1.94 0.64 -2.67
H -3.70 -3.44 2.34
H -4.56 -1.95 2.58
H -4.03 1.65 -0.23
H -4.04 3.22 -2.20
H -3.24 3.77 -4.49
H -1.65 2.20 -5.61
H -0.86 0.20 -4.36
C 3.41 0.39 0.84
C 3.04 -0.31 2.11
C 3.96 -0.47 3.14
C 3.62 -1.14 4.30
C 2.35 -1.66 4.46
C 1.42 -1.49 3.46
C 1.77 -0.82 2.30
Sb 0.19 -0.53 0.84
C 0.08 1.65 0.51
C 0.37 2.22 -0.72
C 0.07 3.55 -0.98
C -0.53 4.32 0.00
C -0.77 3.77 1.25
C -0.48 2.44 1.52
C -0.73 1.90 2.90
C 1.04 -1.60 -0.93
C 1.01 -0.98 -2.20
C 1.38 -1.68 -3.34
C 1.78 -3.00 -3.24
C 1.79 -3.62 -2.00
C 1.38 -2.97 -0.84
C 1.35 -3.71 0.45
H 4.46 0.66 0.83
H 2.82 1.31 0.72
H 3.22 -0.25 -0.02
H 4.95 -0.06 3.03
H 4.35 -1.25 5.09
H 2.08 -2.19 5.36
H 0.42 -1.88 3.57
H 0.87 1.66 -1.49
H 0.30 3.97 -1.95
H -0.79 5.34 -0.20
H -1.20 4.39 2.02
H -1.14 2.67 3.54
H 0.19 1.53 3.34
H -1.44 1.07 2.86
H 0.86 0.09 -2.28
H 1.37 -1.18 -4.30
H 2.10 -3.54 -4.12
H 2.11 -4.65 -1.94
H 1.53 -4.77 0.27
H 0.37 -3.62 0.94
H 2.11 -3.35 1.14
*
```

E_HOMO (spin up / spin down) in eV: -10.8 / -10.8
F_max in hartree/bohr: 0.036

These are the natural (NBO) partial charges, in e, on atoms 1 to 6:
1 Pd 0.697
2 N -0.763
3 C 0.302
4 S -0.210
5 N -0.431
6 N -0.226

=====

Entry from the Open Molecules 2025 dataset: a molecular structure, C18H49O7V in a non-equilibrium geometry (the ωB97M-V functional and the def2-TZVPD basis).

ORCA input file:
```
! wB97M-V def2-TZVPD RIJCOSX def2/J DEFGRID3
* xyz 1 4
V -15.36 10.00 -15.60
O -16.05 11.28 -14.15
H -16.07 12.22 -13.96
C -17.41 11.51 -10.61
C -17.10 10.11 -11.12
C -17.71 9.02 -10.24
O -17.65 9.96 -12.43
H -16.92 11.76 -9.67
H -18.49 11.62 -10.53
H -17.08 12.25 -11.35
H -16.01 9.98 -11.15
H -17.17 8.09 -10.40
H -18.75 8.90 -10.53
H -17.63 9.29 -9.19
H -17.17 10.57 -13.02
C -11.99 10.91 -10.60
C -13.21 11.77 -10.86
C -13.11 13.11 -10.16
O -13.17 11.98 -12.30
H -12.08 9.96 -11.13
H -11.79 10.78 -9.53
H -11.11 11.42 -11.00
H -14.13 11.23 -10.61
H -12.14 13.57 -10.36
H -13.14 12.97 -9.07
H -13.85 13.85 -10.45
H -13.86 12.61 -12.53
C -19.81 13.92 -14.24
C -19.44 12.52 -14.74
C -20.51 11.94 -15.65
O -18.21 12.58 -15.47
H -19.68 14.64 -15.05
H -19.06 14.24 -13.51
H -20.81 13.95 -13.84
H -19.35 11.90 -13.84
H -20.57 12.48 -16.60
H -21.48 11.93 -15.14
H -20.27 10.89 -15.85
H -17.50 12.27 -14.89
C -17.35 6.30 -14.40
C -17.58 7.59 -15.17
C -19.02 8.05 -15.15
O -16.72 8.62 -14.61
H -18.02 5.49 -14.70
H -17.49 6.45 -13.32
H -16.32 5.95 -14.52
H -17.26 7.42 -16.20
H -19.21 8.81 -15.91
H -19.29 8.46 -14.18
H -19.70 7.22 -15.35
H -17.12 8.88 -13.74
C -11.79 8.55 -13.83
C -13.28 8.21 -13.69
C -13.67 7.69 -12.33
O -14.06 9.42 -13.97
H -11.18 7.92 -13.20
H -11.59 9.60 -13.57
H -11.47 8.44 -14.87
H -13.56 7.52 -14.49
H -12.84 7.16 -11.87
H -14.47 6.95 -12.44
H -13.94 8.47 -11.62
H -13.87 10.09 -13.29
C -18.04 11.34 -18.90
C -16.59 11.22 -18.49
C -15.78 12.43 -18.94
O -16.52 11.11 -17.04
H -18.15 11.41 -19.98
H -18.50 12.22 -18.43
H -18.66 10.50 -18.58
H -16.17 10.31 -18.92
H -14.74 12.36 -18.60
H -16.18 13.35 -18.51
H -15.76 12.51 -20.03
H -17.21 11.71 -16.64
*
```

E_HOMO (spin up / spin down) in eV: -11.9 / -12.8
F_max in hartree/bohr: 0.047
Energy above the lowest of the compared OMol25 structures with the same formula, charge and spin in kJ/mol: 53.9

These are the Löwdin partial charges, in e, on atoms 1 to 6:
1 V 1.116
2 O -0.372
3 H 0.010
4 C -0.045
5 C -0.481
6 C -0.034

=====

Entry from the Open Molecules 2025 dataset: a molecular structure, C30H24Cl2O2PTi in a non-equilibrium geometry (the ωB97M-V functional and the def2-TZVPD basis).

ORCA input file:
```
! wB97M-V def2-TZVPD RIJCOSX def2/J DEFGRID3
* xyz 1 1
C -0.71 -1.77 2.48
C -0.56 -2.19 1.13
C 0.80 -2.54 0.92
H -1.38 -2.34 0.42
C 1.51 -2.36 2.15
C 0.58 -1.86 3.13
H 0.78 -1.66 4.18
H -1.68 -1.57 2.95
H 1.18 -3.02 0.02
H 2.56 -2.61 2.32
Ti 0.85 -0.31 1.68
Cl 2.91 0.55 1.34
P 0.26 -0.22 -1.65
C 1.48 -1.29 -2.45
C 1.17 -2.05 -3.58
H 0.16 -2.03 -3.99
C 2.15 -2.83 -4.19
H 1.91 -3.41 -5.09
C 3.45 -2.87 -3.67
H 4.23 -3.46 -4.16
C 3.76 -2.14 -2.51
H 4.77 -2.17 -2.09
C 2.78 -1.36 -1.89
H 3.00 -0.81 -0.98
C -1.34 -0.70 -2.31
C -1.77 -2.04 -2.20
H -1.10 -2.80 -1.79
C -3.06 -2.40 -2.60
H -3.38 -3.44 -2.53
C -3.94 -1.42 -3.10
H -4.93 -1.71 -3.44
C -3.53 -0.08 -3.15
H -4.21 0.68 -3.54
C -2.26 0.28 -2.72
H -1.96 1.33 -2.70
C 0.61 1.45 -2.25
C 1.16 1.63 -3.52
H 1.42 0.76 -4.12
C 1.35 2.92 -4.02
H 1.74 3.06 -5.03
C 1.03 4.03 -3.22
H 1.17 5.04 -3.61
C 0.54 3.85 -1.92
H 0.30 4.72 -1.30
C 0.34 2.56 -1.42
H 0.00 2.39 -0.39
Cl -0.40 2.77 8.74
C -0.70 2.37 7.09
C -2.02 2.16 6.66
C -2.25 1.82 5.32
C -1.17 1.70 4.44
C 0.13 1.92 4.88
C 0.38 2.25 6.21
C -1.44 1.18 3.06
O -2.56 0.97 2.66
O -0.32 0.93 2.34
H -2.85 2.26 7.36
H -3.26 1.64 4.95
H 0.97 1.82 4.18
H 1.40 2.42 6.56
*
```

E_HOMO (spin up / spin down) in eV: -11.3 / -11.3
F_max in hartree/bohr: 0.071

These are the natural (NBO) partial charges, in e, on atoms 1 to 6:
1 C -0.258
2 C -0.236
3 C -0.254
4 H 0.277
5 C -0.318
6 C -0.374

=====

Entry from the Open Molecules 2025 dataset: a molecular structure, C3H7NO3 in a non-equilibrium geometry (the ωB97M-V functional and the def2-TZVPD basis).

ORCA input file:
```
! wB97M-V def2-TZVPD RIJCOSX def2/J DEFGRID3
* xyz 0 1
C -0.46 -0.18 -0.09
C -1.15 -1.53 -0.26
C -0.98 0.67 0.88
N -0.10 0.49 -1.33
O 1.54 0.55 1.26
O 2.43 1.24 0.34
O -1.54 1.33 1.63
H 3.28 1.18 0.80
H 0.75 -0.19 0.58
H 0.85 0.83 -1.29
H -0.73 1.23 -1.60
H -1.43 -1.96 0.70
H -2.03 -1.45 -0.89
H -0.43 -2.20 -0.74
*
```

E_HOMO in eV: -8.5
F_max in hartree/bohr: 0.044
Energy above the lowest of the compared OMol25 structures with the same formula, charge and spin in kJ/mol: 659.6

These are the natural (NBO) partial charges, in e, on atoms 1 to 6:
1 C -0.341
2 C -0.588
3 C 0.877
4 N -0.794
5 O -0.559
6 O -0.521

=====

Entry from the Open Molecules 2025 dataset: a molecular structure, C36H30F5Ge2HgN2O2S in a non-equilibrium geometry (the ωB97M-V functional and the def2-TZVPD basis).

ORCA input file:
```
! wB97M-V def2-TZVPD RIJCOSX def2/J DEFGRID3
* xyz -1 1
Hg 0.51 -1.83 0.52
F 7.21 -1.38 2.99
C 5.92 -1.74 2.88
C 5.34 -2.00 1.64
F 6.09 -1.89 0.53
C 4.01 -2.38 1.56
F 3.48 -2.61 0.34
C 3.20 -2.54 2.70
S 1.59 -3.12 2.62
C 3.82 -2.28 3.93
F 3.12 -2.41 5.07
C 5.14 -1.88 4.03
F 5.69 -1.62 5.23
C -2.13 0.33 -2.62
Ge -2.97 0.05 -0.84
C -2.45 1.63 0.24
C -4.97 0.17 -1.05
Ge -1.99 -2.07 0.03
C -2.48 -3.53 -1.26
C -1.92 -4.79 -1.17
C -2.19 -5.76 -2.13
C -3.01 -5.46 -3.21
C -3.58 -4.20 -3.30
C -3.32 -3.25 -2.33
C -2.68 -2.55 1.84
C -3.48 -1.69 2.58
C -3.75 -1.93 3.91
C -3.21 -3.05 4.53
C -2.44 -3.94 3.80
C -2.17 -3.68 2.47
H -2.33 1.34 -2.97
H -2.46 -0.38 -3.37
H -1.05 0.22 -2.51
H -3.02 2.50 -0.05
H -1.40 1.84 0.07
H -2.58 1.45 1.30
H -5.21 1.16 -1.45
H -5.47 0.06 -0.09
H -5.37 -0.57 -1.72
H -1.26 -5.03 -0.35
H -1.75 -6.74 -2.05
H -3.20 -6.20 -3.97
H -4.22 -3.95 -4.14
H -3.77 -2.27 -2.40
H -3.88 -0.80 2.09
H -4.36 -1.24 4.48
H -3.40 -3.23 5.58
H -2.02 -4.81 4.28
H -1.53 -4.36 1.91
O 0.36 0.51 1.97
C 0.86 1.01 0.97
N 1.05 2.35 0.79
C 1.53 2.63 -0.54
C 1.73 1.16 -1.06
O 2.16 0.88 -2.15
N 1.33 0.32 -0.10
C 2.89 3.30 -0.57
C 3.53 3.68 0.60
C 4.80 4.24 0.56
C 5.44 4.41 -0.66
C 4.79 4.05 -1.83
C 3.52 3.51 -1.79
C 0.53 3.41 -1.37
C -0.04 4.58 -0.85
C -0.94 5.31 -1.60
C -1.32 4.88 -2.86
C -0.75 3.73 -3.38
C 0.19 3.02 -2.65
H 0.64 3.04 1.41
H 3.05 3.52 1.56
H 5.29 4.53 1.47
H 6.43 4.83 -0.69
H 5.29 4.19 -2.78
H 3.03 3.22 -2.70
H 0.24 4.91 0.14
H -1.35 6.23 -1.19
H -2.04 5.44 -3.43
H -1.01 3.39 -4.37
H 0.67 2.15 -3.08
*
```

E_HOMO in eV: -5.0
F_max in hartree/bohr: 0.025

These are the Löwdin partial charges, in e, on atoms 1 to 6:
1 Hg 0.769
2 F 0.092
3 C -0.142
4 C -0.146
5 F 0.101
6 C -0.245

=====

Entry from the Open Molecules 2025 dataset: a molecular structure, C6H9DyLiO7 in a non-equilibrium geometry (the ωB97M-V functional and the def2-TZVPD basis).

ORCA input file:
```
! wB97M-V def2-TZVPD RIJCOSX def2/J DEFGRID3
* xyz 2 7
O 1.05 2.37 -0.97
C 2.23 1.89 -0.89
O 2.79 1.82 0.24
Dy 1.23 2.72 1.27
O 2.78 1.46 -1.99
C 4.01 0.71 -1.92
C 3.80 -0.67 -1.40
H 4.74 1.27 -1.31
H 4.37 0.71 -2.96
H 4.60 -1.16 -0.85
H 2.96 -1.25 -1.78
C -3.88 -1.48 1.64
C -2.51 -1.39 1.00
O -1.82 -0.34 1.66
C -1.21 0.59 0.93
O -1.39 0.65 -0.30
O -0.43 1.33 1.61
O -4.58 -2.53 1.00
Li -0.56 1.63 -1.63
H -4.41 -0.52 1.53
H -3.76 -1.67 2.72
H -2.57 -1.20 -0.10
H -5.46 -2.59 1.37
H -1.97 -2.33 1.12
*
```

E_HOMO (spin up / spin down) in eV: -14.8 / -14.8
F_max in hartree/bohr: 0.069

These are the Löwdin partial charges, in e, on atoms 1 to 6:
1 O -0.188
2 C -0.737
3 O -0.121
4 Dy 2.078
5 O 0.095
6 C -0.133